No. 1
A structure of composition C19H14IO2PSe2Tl, computed with ωB97M-V/def2-TZVPD.

Computed properties:
LUMO level   0.08350 Ha
E   -176805.90932 eV
HOMO   -5.214 eV
Frontier orbital gap   7.49 eV

The geometry in ORCA input format:
```
! RIJCOSX wB97M-V def2-TZVPD def2/J DEFGRID3
* xyz -1 1
H 4.53 0.77 1.34
C -0.47 -3.27 0.18
H -2.92 -5.44 -0.69
C 2.26 -1.45 2.55
H -4.22 -3.33 -0.72
I 0.03 -6.26 -0.09
C -2.44 -4.50 -0.46
C 2.95 1.36 2.65
H 1.24 -3.96 4.55
Se -0.25 0.62 2.72
H 0.58 -3.24 0.45
C 1.49 -2.15 3.45
H -0.73 -1.17 0.40
H 4.70 -3.74 2.06
C 3.80 -3.29 2.46
C -3.38 -0.81 -0.23
H 5.45 3.92 4.07
H 1.55 2.19 4.02
C -3.16 -3.33 -0.48
C 4.24 1.42 2.15
P 1.72 0.20 1.95
C 3.42 -2.02 2.05
C -1.10 -4.46 -0.12
H 0.58 -1.70 3.83
C 4.76 3.20 3.68
O -2.73 0.26 -0.06
Tl -0.88 1.70 -0.13
C -2.56 -2.11 -0.18
Se 1.92 0.17 -0.19
C 2.56 2.23 3.65
C -1.21 -2.10 0.15
C 1.86 -3.41 3.85
H 6.15 2.36 2.29
C 5.14 2.32 2.67
O -4.60 -0.91 -0.40
H 3.15 3.82 4.94
H 3.29 -4.99 3.65
C 3.01 -3.99 3.35
H 4.01 -1.49 1.31
C 3.46 3.14 4.16
*
```

***

No. 2
A structure of composition C19H14N5O4Pt at a distorted geometry, computed with ωB97M-V/def2-TZVPD.

Computed properties:
LUMO level   0.08613 Ha
E   -38819.31257 eV
Energy relative to the best compared isomer or geometry (same formula, charge and spin)   0.000 eV
HOMO   -5.057 eV
Frontier orbital gap   7.40 eV

The geometry in ORCA input format:
```
! RIJCOSX wB97M-V def2-TZVPD def2/J DEFGRID3
* xyz -1 1
H 5.17 1.17 2.25
H -5.34 -3.79 -0.54
C 1.51 2.33 -1.54
C 2.45 -1.11 4.11
H -0.29 2.09 -2.76
C 1.66 -3.42 3.90
O -1.61 -0.81 0.24
C 3.78 3.74 -0.89
H -6.08 -0.56 -3.26
C 0.45 -1.63 2.77
C 3.49 2.59 -0.17
C -2.05 -0.56 -0.96
H 4.23 0.23 1.06
H -3.85 0.39 -2.73
C 1.84 3.49 -2.25
C 0.28 1.67 -1.93
O 4.39 2.30 0.80
N 1.77 -4.55 4.10
N 3.22 -0.38 4.56
H -0.29 -3.52 2.47
C -4.19 -0.52 -2.25
C 4.27 1.15 1.64
C 1.52 -2.04 3.59
H 4.67 4.29 -0.59
H -6.82 -2.65 -2.17
N -1.43 0.14 -1.88
C -3.37 -1.15 -1.32
H -3.14 -2.80 0.01
H 1.19 3.82 -3.06
H 3.40 1.21 2.28
N -0.22 0.62 -1.37
C 2.97 4.20 -1.93
N -0.47 -2.53 2.35
O 2.08 0.69 0.12
H 3.24 5.10 -2.46
C 2.33 1.84 -0.49
C -5.85 -2.24 -1.94
C -3.79 -2.32 -0.71
Pt 0.19 0.09 0.43
C -5.03 -2.87 -1.02
H -1.11 -2.22 1.64
O 0.26 -0.40 2.45
C -5.44 -1.06 -2.55
*
```

***

No. 3
A structure of composition C19H15AsBF4N3O8OsS at a distorted geometry, computed with ωB97M-V/def2-TZVPD.

Computed properties:
LUMO level (spin up / spin down)   -0.06789 / -0.10539 Ha
E   -126486.69067 eV
Energy relative to the best compared isomer or geometry (same formula, charge and spin)   1.290 eV
HOMO (spin up / spin down)   -8.599 / -8.589 eV
Frontier orbital gap (spin up / spin down)   6.75 / 5.72 eV

The geometry in ORCA input format:
```
! RIJCOSX wB97M-V def2-TZVPD def2/J DEFGRID3
* xyz 0 5
N 0.03 -2.27 1.50
C 0.07 -2.05 2.82
C 1.99 5.38 3.20
H -0.28 -2.44 -6.09
C -1.49 -0.09 -3.97
F -2.78 -3.23 -0.42
H -1.01 3.57 0.11
N 0.43 0.22 2.37
C 0.80 3.72 1.92
C 0.33 6.06 1.60
C 0.07 4.72 1.25
O 0.14 1.94 0.48
O 1.79 -0.62 -0.28
F -2.23 -3.56 -2.63
C -0.48 -0.11 -3.01
H 2.73 5.64 3.94
F -3.11 -1.58 -1.97
O -0.89 4.50 0.35
O 3.52 -0.76 -2.48
B -2.32 -2.67 -1.59
H 0.40 -0.47 4.31
H -0.25 6.82 1.09
C 0.54 2.31 1.62
C -0.26 -4.38 3.26
O 2.15 -2.91 -1.64
S -2.22 0.86 -1.15
N 0.70 1.47 2.65
C 0.60 -0.97 -3.19
H -0.07 -3.65 -0.03
Os -0.05 -0.33 0.15
C -0.08 -3.09 3.74
H -2.21 -0.92 -5.80
H -0.04 -2.88 4.79
H -2.34 0.57 -3.82
F -0.95 -2.17 -1.29
C 0.68 -1.80 -4.29
H 2.27 3.27 3.39
As 2.07 -1.16 -1.92
H 1.52 -2.47 -4.38
C 1.28 6.38 2.54
C 1.74 4.06 2.89
H -0.39 -5.20 3.95
C -0.34 -1.78 -5.23
H -0.39 -5.58 1.48
C -0.10 -3.51 1.04
O -2.23 2.27 -0.82
O -0.55 0.69 -1.88
H 1.47 7.42 2.77
H 3.09 -3.10 -1.57
C -1.41 -0.93 -5.07
O -1.93 0.10 0.19
C -0.26 -4.59 1.89
C 0.30 -0.70 3.26
*
```

***

No. 4
A structure of composition C19H15AuNS4 at a distorted geometry, computed with ωB97M-V/def2-TZVPD.

Computed properties:
LUMO level   -0.21627 Ha
E   -68463.71502 eV
HOMO   -10.921 eV
Frontier orbital gap   5.04 eV

The geometry in ORCA input format:
```
! RIJCOSX wB97M-V def2-TZVPD def2/J DEFGRID3
* xyz 1 1
C -2.96 -2.59 -0.38
S 2.41 -0.84 -0.14
C -2.00 -2.29 -2.55
C 0.20 -1.07 -2.73
Au 0.37 0.43 0.18
H -2.40 3.75 5.05
H 0.05 -1.19 -3.80
C -2.01 2.89 4.52
H -1.99 -2.45 -3.62
C -1.47 1.83 5.23
H 4.85 2.16 -4.17
C 4.49 -0.04 -1.64
C -1.50 1.78 2.44
C -0.97 -1.57 -1.95
H 2.37 2.12 -4.03
S -1.45 1.91 0.70
C -1.91 -1.84 0.14
H 5.05 -0.65 -0.95
C 2.35 0.73 -2.42
C 4.36 1.54 -3.44
C 5.11 0.74 -2.59
C 2.98 1.52 -3.37
N -0.96 -1.36 -0.64
H -2.72 -0.95 1.91
C 3.09 -0.01 -1.50
H -3.81 -3.38 -2.18
C -2.03 2.87 3.14
S 0.56 0.72 -2.45
C -1.01 0.68 3.16
H -1.45 1.84 6.31
S -0.37 -0.79 2.36
H -3.72 -2.98 0.27
C -1.87 -1.57 1.63
C -3.00 -2.81 -1.75
H -2.45 3.69 2.58
H 1.09 -1.62 -2.41
H -1.96 -2.53 2.15
H -0.56 -0.11 5.09
C -0.97 0.72 4.54
H 6.19 0.73 -2.66
*
```

***

No. 5
A structure of composition C19H15BF2NO4SbSe4SiTc, computed with ωB97M-V/def2-TZVPD.

Computed properties:
LUMO level (spin up / spin down)   -0.19642 / -0.19713 Ha
E   -313730.04038 eV
Energy relative to the best compared isomer or geometry (same formula, charge and spin)   1.556 eV
HOMO (spin up / spin down)   -11.407 / -11.407 eV
Frontier orbital gap (spin up / spin down)   6.06 / 6.04 eV

The geometry in ORCA input format:
```
! RIJCOSX wB97M-V def2-TZVPD def2/J DEFGRID3
* xyz 1 1
O 0.89 1.67 0.98
O 2.40 4.78 -4.20
N 1.91 5.21 -3.18
H 0.92 5.77 -0.77
H -3.39 -5.89 2.05
O 1.99 -0.37 -0.83
C -3.39 -3.80 2.52
Se 3.21 -2.77 2.92
C 0.91 3.84 0.15
B 2.49 0.11 2.43
C -1.58 1.87 -2.38
H -0.85 -3.47 -0.37
C -2.88 -2.55 2.20
C -1.97 -2.40 1.15
H 2.44 2.64 -3.21
Se 1.71 -1.63 6.47
H -0.75 -1.88 -1.92
C -1.57 1.31 -1.11
H 0.49 4.17 1.09
C 1.14 4.72 -0.87
Se 1.65 -5.75 5.07
H -4.10 -3.90 3.33
H 2.61 0.50 -2.50
C -0.96 -0.27 -3.30
C 2.14 0.68 -1.54
C -2.99 -4.91 1.80
Si -1.30 -0.72 0.82
C 1.19 2.46 0.00
C 1.69 4.25 -2.09
H -3.19 -1.68 2.77
H -1.83 2.91 -2.51
Sb 2.12 -3.48 5.15
C -1.26 1.07 -3.48
C 2.01 2.95 -2.27
F 2.10 0.38 3.66
H -1.77 -5.66 0.20
C -0.97 -0.83 -2.03
F 3.70 0.42 2.01
C -1.57 -3.54 0.43
C -2.08 -4.79 0.76
H -1.81 1.94 -0.26
H -1.82 0.27 1.79
Tc 1.11 -0.28 0.88
O 1.60 6.36 -2.98
C -1.28 -0.04 -0.92
Se 1.10 -2.30 1.98
H -1.27 1.50 -4.47
C 1.77 2.01 -1.24
H -0.73 -0.89 -4.16
*
```

***

No. 6
A structure of composition C19H15BrIN4ReS at a distorted geometry, computed with ωB97M-V/def2-TZVPD.

Computed properties:
LUMO level (spin up / spin down)   -0.43992 / -0.45919 Ha
E   -116985.09583 eV
Energy relative to the best compared isomer or geometry (same formula, charge and spin)   0.000 eV
HOMO (spin up / spin down)   -17.212 / -17.212 eV
Frontier orbital gap (spin up / spin down)   5.24 / 4.72 eV

The geometry in ORCA input format:
```
! RIJCOSX wB97M-V def2-TZVPD def2/J DEFGRID3
* xyz 3 4
H -1.77 -0.07 4.34
C -5.24 -0.68 -2.25
C -4.76 -2.40 -0.09
C 4.08 -1.47 -1.91
C -6.20 -0.88 -1.27
H -7.16 -0.38 -1.34
C 2.18 -2.73 -1.25
C 4.14 3.29 0.95
C 1.90 4.23 0.78
C -4.02 -1.33 -2.17
C 2.35 -0.46 -0.60
H 3.68 5.39 1.10
N -1.30 0.53 3.67
N 1.66 -1.65 -0.63
H 0.31 2.86 0.41
H -1.24 1.52 3.88
H 5.19 3.42 1.16
N 0.55 0.12 0.77
N 0.04 0.80 1.83
H -6.72 -1.89 0.56
H 1.58 -3.64 -1.25
Br -4.44 -3.56 1.36
H 1.24 5.10 0.79
H 3.81 -3.57 -2.33
C -3.82 -2.17 -1.09
C 3.27 4.39 0.95
C 1.37 2.98 0.58
C 1.70 0.57 0.24
C 3.53 -0.35 -1.29
Re -0.25 -1.63 0.11
S -0.89 -1.71 2.28
H 5.03 -1.39 -2.43
H 4.02 0.61 -1.35
C -5.96 -1.74 -0.20
C -0.69 0.05 2.61
H -3.27 -1.21 -2.95
I -2.02 -3.29 -1.01
H -5.44 -0.03 -3.09
C 3.41 -2.68 -1.87
H 4.30 1.18 0.78
C 2.24 1.85 0.50
C 3.64 2.04 0.70
*
```

***

No. 7
An isolated molecule of C19H15Cl2NO2S at a distorted geometry, computed with ωB97M-V/def2-TZVPD.

Computed properties:
LUMO level   -0.02752 Ha
E   -61409.52918 eV
Structure (SMILES)   N#Cc1ccc(S(=O)(=O)[C@@H](Cl)[C@@]2(c3ccc(Cl)cc3)C=CCC2)cc1
Energy relative to the best compared isomer or geometry (same formula, charge and spin)   0.000 eV
HOMO   -9.047 eV
Frontier orbital gap   8.30 eV

The geometry in ORCA input format:
```
! RIJCOSX wB97M-V def2-TZVPD def2/J DEFGRID3
* xyz 0 1
C -0.78 -2.63 -0.97
C 1.36 -2.56 -2.03
C -0.14 -0.52 0.13
C -3.84 -0.13 -2.63
H 1.45 -0.41 -2.41
H -1.85 1.58 -4.83
Cl -4.69 1.70 -4.43
C -1.15 0.34 -3.18
C 1.50 1.47 2.15
S 0.99 1.13 0.39
H 3.58 0.90 1.95
H -3.15 -1.45 -1.11
H 0.54 -1.19 0.68
H -1.58 -2.92 -1.66
C 3.15 1.62 3.92
C -1.49 -0.43 -2.07
Cl -1.59 -0.28 1.11
C -3.49 0.76 -3.66
C 0.44 -3.51 -1.31
C -2.84 -0.72 -1.86
O 0.15 2.24 -0.03
H 2.26 -2.94 -2.52
C 0.89 2.35 4.32
H 0.13 -4.37 -1.92
H -0.45 2.20 2.65
C 2.81 1.29 2.60
H 4.17 1.48 4.30
C 2.19 2.15 4.79
O 2.21 0.81 -0.33
C 0.93 -1.28 -1.98
N 2.78 2.76 7.27
C 0.55 2.02 3.00
H -0.11 0.44 -3.48
C 2.53 2.50 6.15
H -1.15 -2.79 0.05
H 0.92 -3.88 -0.39
C -0.38 -1.13 -1.21
H 0.14 2.78 4.99
C -2.14 0.95 -3.98
H -4.89 -0.34 -2.45
*
```

***

No. 8
A structure of composition C19H15Cl3IrN2OS3 at a distorted geometry, computed with ωB97M-V/def2-TZVPD.

Computed properties:
LUMO level (spin up / spin down)   -0.22418 / -0.31203 Ha
E   -97870.04903 eV
HOMO (spin up / spin down)   -13.688 / -14.801 eV
Frontier orbital gap (spin up / spin down)   7.59 / 6.31 eV

The geometry in ORCA input format:
```
! RIJCOSX wB97M-V def2-TZVPD def2/J DEFGRID3
* xyz 2 6
Cl 0.33 5.22 -0.31
H 2.02 -5.08 -0.54
C 4.25 4.65 -0.73
N -1.67 2.07 1.86
C -0.86 -2.57 -0.74
C 1.18 -4.40 -0.57
H -0.98 2.76 1.58
C 1.86 4.51 -0.50
H -3.08 2.94 3.13
C -0.10 -4.87 -0.60
H -0.31 -5.93 -0.56
C -2.52 -4.37 -0.78
S -1.62 0.03 -1.11
H -3.42 3.12 1.40
Cl 3.28 0.78 -0.94
C -1.93 -1.64 -0.95
H 2.95 -1.83 0.35
C 1.92 3.06 -0.58
H -4.28 0.91 1.20
Ir 0.75 0.07 -0.37
H 5.33 2.80 -0.98
C -3.85 1.14 2.17
Cl 5.64 5.60 -0.79
C -3.54 -3.46 -0.95
H 3.53 -3.33 -0.38
H -4.56 -3.80 -1.00
H 3.08 -1.98 -1.42
H -2.72 -5.44 -0.74
C -3.24 -2.11 -1.06
C -3.05 2.44 2.16
H -4.62 1.13 2.93
C 1.42 -3.02 -0.57
O 0.89 2.36 -0.45
H -4.03 -1.40 -1.26
C -1.31 0.83 2.08
C 3.00 5.27 -0.57
C 3.23 2.49 -0.79
H 2.93 6.34 -0.49
S -2.63 -0.18 2.55
C -1.17 -3.95 -0.69
N 0.42 -2.14 -0.63
C 2.83 -2.51 -0.50
C 4.36 3.25 -0.85
S 0.30 0.26 2.03
*
```

***

No. 9
A structure of composition C19H15F3N7O4PbS2, computed with ωB97M-V/def2-TZVPD.

Computed properties:
LUMO level   -0.11321 Ha
E   -73630.25371 eV
Energy relative to the best compared isomer or geometry (same formula, charge and spin)   1.935 eV
HOMO   -10.891 eV
Frontier orbital gap   7.81 eV

The geometry in ORCA input format:
```
! RIJCOSX wB97M-V def2-TZVPD def2/J DEFGRID3
* xyz 1 1
N -4.55 6.03 -4.00
H -2.21 -7.13 2.52
N 1.30 0.45 2.00
C 0.92 -6.06 2.61
H 2.10 -1.66 5.06
C -0.46 -6.07 2.32
F 1.22 2.15 -3.69
S 2.64 -2.17 -2.06
O 2.03 -3.22 -0.92
H 2.79 -5.06 2.32
H -0.60 -3.30 0.36
H -2.05 -5.06 1.27
O -3.00 7.45 -3.16
H 0.58 4.36 -2.06
N 0.12 -1.13 -2.88
C 1.60 0.33 4.36
N -1.27 -7.03 2.85
H -4.73 5.10 -4.34
H 1.08 2.08 3.24
C 1.14 -1.56 -2.56
H -2.78 2.02 -1.59
C -2.61 5.15 -2.82
H -0.86 -7.83 3.31
F 2.56 2.87 -2.14
C 1.60 -0.85 1.96
C -3.18 3.95 -2.43
C 1.31 1.02 3.21
F 2.75 0.85 -2.88
O 1.88 3.92 0.91
H -5.05 6.79 -4.42
H -0.77 6.26 -2.94
C 1.83 1.79 -2.53
N 1.60 -1.44 0.70
C 1.18 -4.09 1.28
H -4.25 3.78 -2.50
C -0.18 -4.08 0.99
S 2.21 -2.86 0.66
C 1.73 -5.08 2.09
C 1.88 -1.02 4.21
C -0.49 4.27 -2.16
C 1.43 3.01 0.44
O 3.57 -3.07 1.02
C -2.36 2.96 -1.92
C -0.99 -5.06 1.50
N 1.87 -1.61 3.02
H 1.33 -6.83 3.25
H 1.61 0.81 5.33
C -1.24 5.32 -2.67
Pb 0.19 1.10 -0.96
N -1.04 3.11 -1.79
C -3.40 6.33 -3.35
*
```

***

No. 10
A structure of composition C19H15I2N4ORuSe, computed with ωB97M-V/def2-TZVPD.

Computed properties:
LUMO level (spin up / spin down)   -0.35526 / -0.45552 Ha
E   -112054.60438 eV
HOMO (spin up / spin down)   -17.103 / -17.040 eV
Frontier orbital gap (spin up / spin down)   7.44 / 4.65 eV

The geometry in ORCA input format:
```
! RIJCOSX wB97M-V def2-TZVPD def2/J DEFGRID3
* xyz 3 5
C 1.73 4.19 -1.19
H 0.62 -0.91 -3.07
C -3.75 -1.78 1.24
C 0.45 3.84 -0.78
H -4.47 -1.04 1.58
Ru 0.47 -0.36 -0.51
C 1.70 -2.25 -4.32
C -2.09 0.06 0.96
C 2.80 -3.13 -4.50
H -3.45 -5.18 0.82
C -1.58 -2.37 0.41
N 2.23 -1.31 -0.82
H -0.29 4.60 -0.58
C 2.33 -1.85 -2.06
C -1.93 -3.75 0.40
H 4.51 -4.05 -3.61
C 3.67 -3.38 -3.49
C 2.30 1.89 -1.30
I -0.54 -5.14 -0.23
C 2.67 3.20 -1.46
C 0.13 2.51 -0.64
C 3.45 -2.74 -2.24
C -3.18 -4.13 0.82
C -4.10 -3.15 1.24
Se 3.63 -1.95 0.16
N -1.41 0.59 -0.27
H 2.99 1.08 -1.49
C -2.50 -1.38 0.84
H -1.41 2.41 0.83
N 4.22 -2.89 -1.17
C -1.23 2.08 -0.20
H 1.04 -2.07 -5.16
O -0.37 -2.05 -0.01
C 1.46 -1.60 -3.14
H 2.94 -3.61 -5.46
H -2.02 0.39 -1.06
H 2.00 5.24 -1.30
N 1.05 1.54 -0.89
H -1.99 2.56 -0.82
H -1.40 0.20 1.80
H -2.97 0.67 1.17
H 3.67 3.44 -1.79
I -5.93 -3.70 1.85
*
```

***

No. 11
An isolated molecule of C19H15N5O4S2 at a distorted geometry, computed with ωB97M-V/def2-TZVPD.

Computed properties:
LUMO level   -0.03837 Ha
E   -57251.59910 eV
Structure (SMILES)   CS(=O)(=O)Nc1ccc(-c2cnc3cccc(Nc4ncc([N+](=O)[O-])s4)c3c2)cc1
HOMO   -8.202 eV
Frontier orbital gap   7.16 eV

The geometry in ORCA input format:
```
! RIJCOSX wB97M-V def2-TZVPD def2/J DEFGRID3
* xyz 0 1
H -6.97 -1.26 4.52
C -1.87 0.35 1.54
N 2.88 -0.73 -1.46
H 0.63 -0.15 -0.58
C 1.84 1.49 -1.10
C 4.05 2.83 -2.23
C -4.25 -0.05 0.95
H -3.44 -0.57 2.82
O 7.37 -4.75 -0.87
C -3.18 -0.03 1.93
N 5.23 -1.10 -1.47
C -6.50 -0.66 3.74
H -1.18 3.57 0.15
O -7.21 -2.33 1.69
H -4.99 0.75 -0.91
O -4.84 -2.60 2.66
H -5.53 -0.16 4.14
C 3.97 -1.51 -1.39
C -0.33 3.03 -0.19
C -0.42 1.67 0.00
S -6.01 -1.75 2.35
C -2.86 1.27 -0.52
H -0.97 0.20 2.14
C 4.00 1.39 -2.20
H -7.26 0.07 3.54
C 2.90 0.70 -1.60
H 7.24 -1.95 -1.09
H -2.82 1.78 -1.41
C 2.93 3.53 -1.66
C -4.11 0.70 -0.28
H 4.90 0.99 -2.74
S 3.84 -3.20 -1.03
H 2.00 -1.16 -1.27
N 6.13 -4.60 -0.71
H -6.09 -0.79 0.36
C 6.17 -2.09 -1.08
N 0.76 3.67 -0.86
N -5.47 -0.71 1.15
O 5.29 -5.54 -0.46
C 1.82 2.87 -1.17
C -1.72 1.14 0.33
H 4.92 3.41 -2.58
H 2.94 4.63 -1.79
C 5.55 -3.28 -0.83
C 0.65 0.93 -0.54
*
```